Record 1
Molecular formula: C39H101N7O13
Method: DFT, the ωB97M-V functional and the def2-TZVPD basis

```
! wB97M-V def2-TZVPD RIJCOSX def2/J DEFGRID3
* xyz 0 1
C 1.55 2.44 0.67
O 1.49 3.64 1.40
C 0.26 3.94 2.00
C -0.77 4.54 1.02
C -0.28 5.87 0.51
N -2.02 4.75 1.74
H 1.38 1.48 1.18
H 2.54 2.39 0.23
H 0.78 2.37 -0.11
H -0.17 2.99 2.36
H 0.30 4.50 2.94
H -0.89 3.82 0.20
H -0.96 6.26 -0.25
H 0.71 5.73 0.08
H -0.20 6.64 1.28
H -2.69 5.08 1.05
H -2.43 3.90 2.12
C -3.04 4.49 -1.91
O -3.58 4.33 -0.61
C -4.83 3.67 -0.62
C -4.66 2.12 -0.57
C -5.87 1.36 -0.02
N -3.58 1.87 0.46
H -2.19 5.16 -1.88
H -3.86 4.80 -2.57
H -2.72 3.55 -2.39
H -5.40 3.99 0.25
H -5.40 3.90 -1.52
H -4.32 1.66 -1.50
H -5.61 0.41 0.44
H -6.53 1.20 -0.88
H -6.36 2.01 0.71
H -2.86 2.59 0.34
H -3.96 2.27 1.33
C -3.60 -4.55 4.12
O -3.69 -3.18 3.75
C -2.88 -2.90 2.64
C -3.49 -1.77 1.78
N -3.09 -0.47 2.29
C -3.52 -0.13 3.64
C -3.24 1.29 4.01
O -4.00 2.21 3.22
C -5.39 2.19 3.47
H -4.34 -4.87 4.85
H -2.62 -4.69 4.58
H -3.69 -5.23 3.27
H -2.52 -3.74 2.04
H -1.91 -2.48 2.98
H -4.57 -1.91 1.64
H -3.09 -1.86 0.76
H -3.42 0.31 1.71
H -2.97 -0.77 4.35
H -4.53 -0.47 3.92
H -2.21 1.45 3.66
H -3.27 1.61 5.05
H -5.84 3.05 2.97
H -5.62 2.29 4.54
H -5.91 1.30 3.11
C 7.54 -0.48 -5.49
O 6.87 -1.03 -4.40
C 6.16 -2.22 -4.67
C 5.48 -2.60 -3.36
N 4.40 -1.67 -3.09
C 3.60 -2.12 -1.92
C 2.73 -0.99 -1.41
O 3.41 -0.14 -0.52
C 3.58 -0.53 0.82
H 6.96 -0.15 -6.36
H 8.28 -1.17 -5.94
H 8.09 0.40 -5.14
H 6.82 -3.02 -5.03
H 5.37 -2.16 -5.43
H 6.16 -2.72 -2.50
H 5.08 -3.62 -3.45
H 4.73 -0.73 -2.91
H 4.27 -2.40 -1.08
H 3.09 -3.04 -2.19
H 1.88 -1.49 -0.92
H 2.26 -0.33 -2.14
H 2.57 -0.63 1.22
H 4.10 0.23 1.40
H 4.06 -1.51 0.90
C 0.69 -4.53 -5.20
O 0.56 -3.22 -5.72
C 1.31 -2.38 -4.84
C 1.01 -0.97 -5.40
N -0.36 -0.51 -5.11
C -1.38 -1.11 -5.98
C -2.73 -0.63 -5.53
O -2.93 0.72 -5.94
C -4.11 1.32 -5.51
H 0.49 -4.49 -4.13
H 1.71 -4.91 -5.31
H 0.04 -5.27 -5.66
H 2.35 -2.68 -4.94
H 0.86 -2.51 -3.85
H 1.36 -0.85 -6.43
H 1.65 -0.27 -4.85
H -0.38 0.50 -5.10
H -1.39 -2.19 -5.86
H -1.12 -0.94 -7.03
H -3.00 -0.72 -4.47
H -3.46 -1.25 -6.07
H -4.07 2.41 -5.54
H -4.34 1.05 -4.47
H -4.93 1.06 -6.20
C 0.33 -0.59 3.46
O 1.56 0.05 3.30
C 1.87 1.06 4.22
C 3.30 1.54 4.02
N 3.64 2.59 5.00
C 4.91 3.22 4.63
C 5.41 4.17 5.70
O 4.48 5.20 5.98
C 4.30 5.50 7.32
H 0.04 -0.86 4.48
H 0.37 -1.53 2.90
H -0.51 -0.01 3.08
H 1.59 0.82 5.26
H 1.22 1.94 4.08
H 3.38 2.07 3.06
H 4.05 0.75 3.95
H 3.01 3.38 4.83
H 4.72 3.88 3.77
H 5.74 2.59 4.31
H 6.36 4.62 5.39
H 5.74 3.61 6.58
H 3.99 6.54 7.45
H 5.24 5.47 7.90
H 3.64 4.80 7.85
C 1.26 -3.82 3.51
O 2.03 -4.24 2.37
C 2.13 -3.23 1.38
C 0.83 -3.02 0.62
N 0.60 -4.06 -0.38
C -0.55 -3.71 -1.21
C -1.29 -4.87 -1.90
O -2.53 -4.47 -2.38
C -2.59 -3.81 -3.62
H 1.66 -4.31 4.39
H 0.20 -4.09 3.39
H 1.29 -2.73 3.54
H 2.88 -3.63 0.70
H 2.58 -2.28 1.71
H 0.68 -2.06 0.11
H 0.03 -2.95 1.38
H 0.52 -4.95 0.10
H -0.25 -2.97 -1.95
H -1.34 -3.21 -0.62
H -1.39 -5.62 -1.11
H -0.64 -5.36 -2.63
H -2.09 -2.85 -3.41
H -3.60 -3.46 -3.81
H -2.06 -4.33 -4.43
C -1.06 -0.10 -1.58
O -0.70 -0.20 -0.20
H -0.29 -0.56 -2.20
H -1.93 -0.68 -1.88
H -1.01 0.97 -1.81
H -1.51 -0.11 0.31
*
```

Summary:
**E_HOMO**: -8.64 eV

---

Record 2
Molecular formula: H4O2
Method: DFT, the ωB97M-V functional and the def2-TZVPD basis

```
! wB97M-V def2-TZVPD RIJCOSX def2/J DEFGRID3
* xyz 0 1
O 1.00 0.77 0.25
H 1.60 0.51 0.97
H 1.29 0.26 -0.54
O -1.12 -0.81 -0.27
H -0.43 -0.23 -0.63
H -1.53 -0.23 0.35
*
```

Summary:
**E_HOMO**: -10.98 eV

---

Record 3
Molecular formula: C26H32N11OSn
Method: DFT, the ωB97M-V functional and the def2-TZVPD basis

```
! wB97M-V def2-TZVPD RIJCOSX def2/J DEFGRID3
* xyz 3 1
Sn 0.34 -0.22 0.42
N 0.35 0.56 -3.59
C -0.99 1.17 -3.98
C -2.12 0.17 -3.71
C -2.49 -0.01 -2.24
N -1.50 -0.85 -1.49
C -2.71 1.34 -1.55
C -1.58 2.36 -1.75
N -0.40 2.04 -0.88
C -1.21 2.48 -3.24
H 0.52 -0.30 -4.11
H 0.34 0.34 -2.59
H 1.11 1.20 -3.79
H -0.92 1.36 -5.05
H -1.91 -0.79 -4.19
H -3.00 0.57 -4.22
H -3.45 -0.54 -2.23
H -1.31 -1.69 -2.04
H -2.01 -1.21 -0.68
H -2.88 1.19 -0.48
H -3.62 1.78 -1.96
H -1.96 3.33 -1.45
H -0.68 2.32 0.06
H 0.34 2.70 -1.11
H -0.36 3.16 -3.37
H -2.05 2.98 -3.73
C -0.65 -2.26 5.64
N -0.74 -1.27 4.58
C -0.55 -1.44 3.28
N -0.62 -0.25 2.66
C -0.85 0.63 3.69
N -0.92 0.03 4.85
C 0.75 -2.83 5.78
C 0.90 -4.05 6.44
C 2.17 -4.55 6.70
C 3.29 -3.85 6.29
C 3.15 -2.66 5.60
C 1.88 -2.14 5.35
C 4.34 -1.92 5.20
N 5.45 -1.82 5.86
N 6.29 -1.04 5.11
C 5.65 -0.71 4.04
O 4.40 -1.24 4.02
C 6.16 0.07 2.92
C 7.14 1.04 3.13
C 7.65 1.74 2.05
C 7.21 1.46 0.77
C 6.26 0.47 0.54
C 5.91 0.11 -0.88
N 4.55 -0.41 -1.01
C 3.41 0.23 -0.84
N 2.39 -0.62 -0.99
C 3.02 -1.82 -1.25
N 4.32 -1.70 -1.27
C 5.73 -0.22 1.62
H -1.36 -3.06 5.45
H -0.95 -1.75 6.56
H -0.41 -2.40 2.81
H -0.97 1.69 3.57
H 0.03 -4.59 6.77
H 2.27 -5.49 7.22
H 4.29 -4.22 6.51
H 1.80 -1.17 4.86
H 7.49 1.23 4.14
H 8.41 2.50 2.21
H 7.63 2.01 -0.07
H 6.57 -0.67 -1.26
H 6.02 0.99 -1.52
H 3.33 1.29 -0.61
H 2.52 -2.75 -1.43
H 5.02 -1.02 1.48
*
```

Summary:
**E_HOMO**: -14.70 eV

---

Record 4
Molecular formula: C3H10O3
Method: DFT, the ωB97M-V functional and the def2-TZVPD basis

```
! wB97M-V def2-TZVPD RIJCOSX def2/J DEFGRID3
* xyz 0 1
O -0.29 -1.47 1.50
C 0.36 -1.65 0.19
C 0.08 -0.33 -0.54
C -1.38 0.01 -0.58
O -1.77 1.19 -1.26
H 0.11 -0.98 2.21
H 1.39 -1.81 0.48
H -0.08 -2.56 -0.21
H 0.50 0.51 0.02
H 0.40 -0.41 -1.58
H -2.03 -0.79 -0.97
H -1.86 0.12 0.40
H -1.69 2.04 -0.80
O 2.45 1.84 0.45
H 2.75 1.68 -0.46
H 3.00 1.12 0.79
*
```

Summary:
**E_HOMO**: -9.93 eV